Entry 1:
This record from OMol25 describes a structure of composition C56H110Br6N6O6. The level of theory is ωB97M-V with the def2-TZVPD basis set.

CARTESIAN COORDINATES (ANGSTROEM)
C (-0.984, 1.775, 4.317)
Br (-0.100, 2.002, 6.045)
Br (-1.615, 3.546, 3.501)
Br (-2.418, 0.439, 4.442)
H (-0.216, 1.340, 3.677)
C (-0.235, -0.872, -0.176)
Br (1.055, -0.037, -1.443)
Br (0.467, -0.752, 1.705)
Br (-0.661, -2.766, -0.562)
H (-1.146, -0.280, -0.085)
C (2.475, -3.156, 7.138)
C (1.894, -3.926, 5.934)
C (1.339, -5.263, 6.502)
C (0.438, -6.101, 5.536)
C (-0.686, -5.248, 5.075)
C (-0.241, -3.920, 4.381)
N (0.752, -3.253, 5.264)
O (0.836, -1.812, 5.164)
C (0.143, -4.374, 2.992)
C (-1.516, -3.120, 4.189)
C (3.063, -4.195, 4.902)
H (2.963, -2.284, 6.701)
H (3.235, -3.732, 7.665)
H (1.689, -2.946, 7.864)
H (2.208, -5.836, 6.827)
H (0.861, -4.993, 7.444)
H (0.088, -6.950, 6.123)
H (1.011, -6.644, 4.785)
H (-1.358, -5.014, 5.901)
H (-1.297, -5.938, 4.493)
H (0.671, -3.608, 2.423)
H (0.848, -5.205, 2.991)
H (-0.685, -4.452, 2.287)
H (-1.909, -2.910, 5.184)
H (-1.449, -2.171, 3.656)
H (-2.232, -3.746, 3.658)
H (3.564, -3.257, 4.659)
H (2.705, -4.744, 4.031)
H (3.908, -4.739, 5.323)
C (-7.767, -1.445, -1.379)
C (-6.579, -0.544, -1.005)
C (-7.068, 0.369, 0.090)
C (-7.182, -0.264, 1.436)
C (-5.904, -0.906, 1.805)
C (-5.159, -1.809, 0.741)
N (-5.306, -1.232, -0.597)
O (-4.672, -2.017, -1.635)
C (-3.732, -1.800, 1.254)
C (-5.744, -3.252, 0.929)
C (-6.404, 0.388, -2.189)
H (-8.220, -2.057, -0.599)
H (-7.540, -2.169, -2.161)
H (-8.488, -0.791, -1.870)
H (-6.389, 1.221, 0.052)
H (-8.044, 0.820, -0.090)
H (-8.033, -0.943, 1.485)
H (-7.513, 0.515, 2.123)
H (-6.163, -1.457, 2.709)
H (-5.234, -0.158, 2.229)
H (-3.632, -2.021, 2.316)
H (-3.046, -2.610, 1.009)
H (-3.179, -0.863, 1.183)
H (-5.620, -3.593, 1.957)
H (-6.797, -3.411, 0.694)
H (-5.280, -4.026, 0.318)
H (-6.078, -0.116, -3.099)
H (-5.628, 1.147, -2.088)
H (-7.285, 0.978, -2.444)
C (-2.120, 4.104, -4.027)
C (-1.996, 4.249, -2.490)
C (-1.567, 2.852, -1.899)
C (-1.136, 2.819, -0.443)
C (-0.042, 3.867, -0.194)
C (-0.462, 5.298, -0.732)
N (-1.014, 5.276, -2.116)
O (-1.058, 6.614, -2.783)
C (-1.450, 5.999, 0.238)
C (0.957, 5.988, -0.671)
C (-3.452, 4.660, -1.935)
H (-2.206, 5.112, -4.434)
H (-3.012, 3.529, -4.274)
H (-1.144, 3.807, -4.412)
H (-2.458, 2.231, -1.995)
H (-0.802, 2.394, -2.526)
H (-0.647, 1.860, -0.272)
H (-2.008, 2.978, 0.191)
H (0.839, 3.375, -0.607)
H (0.220, 3.842, 0.864)
H (-0.883, 6.598, 0.951)
H (-2.133, 6.705, -0.235)
H (-2.115, 5.320, 0.772)
H (1.624, 5.404, -1.306)
H (1.057, 6.978, -1.117)
H (1.471, 5.974, 0.289)
H (-3.685, 5.659, -2.306)
H (-3.454, 4.718, -0.847)
H (-4.358, 4.120, -2.209)
C (1.567, -5.663, -1.544)
C (0.202, -6.419, -1.827)
C (-0.237, -6.700, -0.318)
C (-1.662, -7.237, -0.226)
C (-2.711, -6.356, -0.932)
C (-2.273, -6.048, -2.403)
N (-0.852, -5.510, -2.427)
O (-0.472, -4.877, -3.631)
C (-2.635, -7.303, -3.284)
C (-3.187, -4.888, -2.811)
C (0.642, -7.745, -2.443)
H (2.295, -6.386, -1.176)
H (1.477, -4.760, -0.940)
H (1.922, -5.190, -2.460)
H (0.364, -7.527, 0.060)
H (-0.124, -5.789, 0.270)
H (-1.836, -7.356, 0.843)
H (-1.765, -8.245, -0.628)
H (-2.742, -5.430, -0.358)
H (-3.724, -6.744, -0.821)
H (-2.579, -6.920, -4.303)
H (-1.993, -8.159, -3.074)
H (-3.583, -7.788, -3.047)
H (-4.263, -5.052, -2.756)
H (-2.954, -3.925, -2.355)
H (-3.019, -4.726, -3.876)
H (1.682, -8.022, -2.270)
H (0.404, -7.783, -3.506)
H (0.023, -8.568, -2.086)
C (3.210, 4.012, -7.422)
C (3.755, 4.104, -5.991)
C (2.411, 4.445, -5.306)
C (2.361, 4.302, -3.780)
C (2.695, 2.879, -3.440)
C (4.113, 2.479, -4.027)
N (4.193, 2.728, -5.500)
O (5.294, 2.091, -6.252)
C (5.207, 3.228, -3.248)
C (4.076, 0.984, -3.672)
C (4.743, 5.325, -5.908)
H (3.207, 4.964, -7.952)
H (2.351, 3.353, -7.548)
H (3.979, 3.542, -8.035)
H (2.158, 5.494, -5.457)
H (1.636, 3.796, -5.713)
H (1.341, 4.389, -3.406)
H (2.992, 5.032, -3.274)
H (1.933, 2.212, -3.842)
H (2.701, 2.820, -2.352)
H (6.199, 2.877, -3.534)
H (5.261, 4.312, -3.349)
H (5.046, 2.835, -2.244)
H (3.555, 0.487, -4.490)
H (5.073, 0.553, -3.577)
H (3.554, 0.696, -2.760)
H (5.686, 5.134, -6.421)
H (4.986, 5.589, -4.879)
H (4.261, 6.144, -6.442)
C (5.260, 1.619, 2.070)
C (4.054, 2.471, 1.494)
C (2.893, 2.431, 2.585)
C (2.997, 3.491, 3.703)
C (3.246, 4.913, 3.064)
C (4.449, 4.985, 2.057)
N (4.433, 3.819, 1.067)
O (5.469, 3.825, 0.120)
C (4.362, 6.378, 1.332)
C (5.732, 5.064, 2.903)
C (3.569, 1.554, 0.381)
H (4.981, 0.583, 2.264)
H (5.580, 1.954, 3.056)
H (6.048, 1.546, 1.321)
H (1.903, 2.383, 2.130)
H (2.983, 1.524, 3.184)
H (3.881, 3.260, 4.297)
H (2.047, 3.406, 4.232)
H (3.382, 5.628, 3.875)
H (2.328, 5.094, 2.504)
H (5.320, 6.635, 0.879)
H (3.683, 6.338, 0.480)
H (4.117, 7.159, 2.051)
H (6.038, 4.152, 3.416)
H (6.645, 5.468, 2.465)
H (5.551, 5.669, 3.792)
H (2.651, 1.958, -0.044)
H (3.405, 0.523, 0.698)
H (4.304, 1.341, -0.394)

HOMO (alpha / beta) in eV: -8.6 / -9.4
Molar mass in g/mol: 1442.96
Total charge: 0
Multiplicity: 7
Gap between HOMO and LUMO (alpha / beta) in eV: 8.024 / 8.770
Max |F| in hartree/bohr: 0.12634
Energy in hartree: -18423.1116

***

Entry 2:
This record from OMol25 describes a structure of composition C28H41F6IrN5O9P. The level of theory is ωB97M-V with the def2-TZVPD basis set.

CARTESIAN COORDINATES (ANGSTROEM)
Ir (-1.826, -0.507, -0.326)
N (-2.534, 1.193, 0.629)
N (-3.927, 1.278, 0.444)
C (-4.598, 0.263, -0.150)
N (-5.920, 0.384, -0.199)
N (-3.837, -0.720, -0.628)
N (-4.452, -1.793, -1.295)
O (-5.675, -1.822, -1.376)
O (-3.716, -2.642, -1.694)
H (-2.312, 1.123, 1.621)
H (-2.113, 2.020, 0.205)
H (-4.424, 2.033, 0.885)
H (-6.364, 1.208, 0.161)
H (-6.438, -0.328, -0.693)
O (-0.396, -6.109, 1.537)
C (-0.737, -5.026, 1.154)
C (-1.406, -3.931, 1.990)
O (-1.686, -3.990, 3.167)
C (-1.570, -2.813, 1.071)
C (-1.090, -3.097, -0.193)
O (-1.114, -2.211, -1.151)
C (-0.547, -4.458, -0.258)
O (-0.028, -5.022, -1.191)
O (-2.063, -1.629, 1.355)
C (-1.542, -0.472, -3.845)
C (-1.715, 0.870, -3.139)
O (-1.421, 0.865, -1.801)
C (-3.163, 1.376, -3.382)
F (-3.396, 1.755, -4.644)
F (-3.481, 2.415, -2.585)
F (-4.061, 0.405, -3.106)
C (-0.733, 1.906, -3.749)
F (-0.901, 3.133, -3.220)
F (0.540, 1.548, -3.491)
F (-0.837, 2.033, -5.078)
H (-2.183, -1.215, -3.372)
H (-0.514, -0.804, -3.718)
H (-1.778, -0.409, -4.907)
O (0.180, -0.335, 0.141)
P (1.495, 0.283, 0.559)
C (1.594, 0.392, 2.394)
C (2.242, -0.829, 3.085)
C (1.188, -1.884, 3.407)
C (0.239, -1.369, 4.498)
C (0.099, 0.159, 4.434)
C (0.184, 0.633, 2.985)
C (1.646, 1.969, -0.092)
C (0.429, 2.838, 0.317)
C (0.826, 3.990, 1.232)
C (1.823, 4.920, 0.536)
C (2.891, 4.125, -0.243)
C (2.969, 2.680, 0.243)
C (2.930, -0.660, -0.052)
C (3.320, -0.335, -1.506)
C (2.344, -0.912, -2.527)
C (2.060, -2.407, -2.283)
C (2.934, -2.979, -1.174)
C (2.754, -2.201, 0.132)
H (2.225, 1.268, 2.589)
H (2.705, -0.486, 4.015)
H (3.053, -1.240, 2.488)
H (1.652, -2.820, 3.717)
H (0.619, -2.109, 2.501)
H (0.610, -1.659, 5.484)
H (-0.735, -1.846, 4.373)
H (0.878, 0.651, 5.024)
H (-0.853, 0.469, 4.872)
H (-0.086, 1.690, 2.897)
H (-0.531, 0.043, 2.409)
H (1.602, 1.811, -1.174)
H (-0.304, 2.204, 0.809)
H (-0.058, 3.219, -0.581)
H (1.268, 3.596, 2.154)
H (-0.059, 4.551, 1.540)
H (2.297, 5.563, 1.280)
H (1.285, 5.580, -0.148)
H (3.865, 4.607, -0.153)
H (2.649, 4.113, -1.310)
H (3.161, 2.670, 1.321)
H (3.812, 2.168, -0.218)
H (3.736, -0.307, 0.605)
H (4.314, -0.761, -1.667)
H (3.431, 0.736, -1.663)
H (2.758, -0.751, -3.525)
H (1.408, -0.350, -2.489)
H (2.196, -2.983, -3.198)
H (1.017, -2.535, -1.999)
H (3.989, -2.975, -1.466)
H (2.664, -4.021, -1.003)
H (3.478, -2.557, 0.867)
H (1.764, -2.430, 0.536)

HOMO in eV: -7.4
Molar mass in g/mol: 928.84
Total charge: 0
Gap between HOMO and LUMO in eV: 6.647
Max |F| in hartree/bohr: 0.00918
Energy in hartree: -3087.3761

***

Entry 3:
This record from OMol25 describes an isolated molecule of CH3N2PS. The level of theory is ωB97M-V with the def2-TZVPD basis set.

CARTESIAN COORDINATES (ANGSTROEM)
C (0.943, 0.055, 0.507)
N (-0.051, -0.597, 1.076)
N (-1.214, -0.649, 0.906)
P (-1.664, 0.621, -1.230)
S (0.268, 1.165, -0.865)
H (1.369, 0.569, 1.344)
H (1.785, -0.469, 0.001)
H (-1.436, -0.694, -1.738)

HOMO (alpha / beta) in eV: -8.3 / -8.3
Molar mass in g/mol: 106.09
Total charge: 0
Gap between HOMO and LUMO (alpha / beta) in eV: 7.939 / 7.938
Max |F| in hartree/bohr: 0.10383
Energy in hartree: -888.8566

***

Entry 4:
This record from OMol25 describes a cluster of 3 separate species, C16H39BFNO7S in total. The level of theory is ωB97M-V with the def2-TZVPD basis set.

CARTESIAN COORDINATES (ANGSTROEM)
C (-0.417, 1.397, -0.503)
C (-1.170, 2.298, -1.688)
S (-1.903, 1.060, -2.893)
C (-3.806, 1.201, -2.934)
C (-4.304, 0.802, -1.413)
C (-5.834, 1.360, -1.254)
O (-6.898, 0.427, -1.644)
C (-8.066, 0.835, -0.816)
N (-4.060, -0.615, -0.998)
C (-4.402, -1.655, -2.021)
C (-4.107, -3.225, -1.522)
F (-2.718, -3.427, -1.031)
B (-4.500, -0.944, 0.407)
O (-5.872, -0.980, 0.942)
O (-3.411, -1.342, 1.370)
H (-0.098, 2.096, 0.406)
H (-1.219, 0.581, -0.165)
H (0.526, 0.859, -0.953)
H (-0.471, 3.104, -2.169)
H (-2.027, 2.896, -1.112)
H (-4.233, 0.512, -3.782)
H (-4.078, 2.332, -3.150)
H (-3.640, 1.480, -0.686)
H (-5.936, 1.735, -0.125)
H (-5.970, 2.326, -1.943)
H (-8.207, 1.999, -1.036)
H (-7.833, 0.768, 0.347)
H (-9.048, 0.247, -1.059)
H (-5.541, -1.673, -2.362)
H (-3.788, -1.572, -3.042)
H (-4.182, -3.863, -2.529)
H (-4.943, -3.647, -0.821)
H (-5.893, -0.211, 1.616)
H (-2.803, -0.539, 1.369)
C (5.834, 0.806, -3.232)
O (6.032, 0.885, -1.825)
C (5.262, 1.933, -1.228)
C (4.032, 1.375, -0.506)
O (3.085, 0.837, -1.436)
C (3.120, -0.584, -1.474)
H (6.302, -0.114, -3.592)
H (4.773, 0.779, -3.490)
H (6.315, 1.658, -3.722)
H (4.972, 2.682, -1.974)
H (5.908, 2.423, -0.492)
H (3.530, 2.194, 0.019)
H (4.321, 0.625, 0.239)
H (2.696, -0.991, -0.552)
H (4.137, -0.962, -1.611)
H (2.509, -0.921, -2.318)
C (3.083, -2.631, 4.792)
O (4.262, -2.000, 5.282)
C (5.341, -2.067, 4.344)
C (5.538, -0.727, 3.630)
O (4.439, -0.437, 2.759)
C (3.556, 0.529, 3.314)
H (2.259, -2.389, 5.468)
H (2.824, -2.281, 3.790)
H (3.221, -3.716, 4.782)
H (5.185, -2.877, 3.623)
H (6.245, -2.295, 4.917)
H (6.432, -0.792, 3.001)
H (5.693, 0.084, 4.352)
H (4.033, 1.513, 3.313)
H (3.255, 0.266, 4.333)
H (2.659, 0.574, 2.689)

HOMO in eV: -8.4
Structure (SMILES): CCSC[C@@H](COC)N(CCF)B(O)O.COCCOC.COCCOC
Molar mass in g/mol: 419.36
Total charge: 0
Gap between HOMO and LUMO in eV: 8.651
Max |F| in hartree/bohr: 0.07679
Energy in hartree: -1737.1604

***

Entry 5:
This record from OMol25 describes a structure of composition CHBrI2. The level of theory is ωB97M-V with the def2-TZVPD basis set.

CARTESIAN COORDINATES (ANGSTROEM)
C (-0.311, 0.149, -0.205)
Br (-1.909, 0.495, 0.638)
I (2.077, 0.203, 1.434)
I (-0.253, -1.676, -1.258)
H (0.396, 0.829, -0.609)

HOMO (alpha / beta) in eV: -9.4 / -9.0
Molar mass in g/mol: 346.73
Total charge: 0
Gap between HOMO and LUMO (alpha / beta) in eV: 7.617 / 6.590
Max |F| in hartree/bohr: 0.04284
Energy in hartree: -3208.0247

***

Entry 6:
This record from OMol25 describes a cluster of 2 separate species, C12H17N in total. The level of theory is ωB97M-V with the def2-TZVPD basis set.

CARTESIAN COORDINATES (ANGSTROEM)
C (1.581, -0.328, -2.238)
C (0.669, -0.944, -1.215)
C (-0.396, -1.700, -1.578)
N (-1.159, -2.018, -0.454)
C (-0.498, -1.520, 0.651)
C (-0.919, -1.497, 1.982)
C (-0.056, -0.938, 2.897)
C (1.151, -0.327, 2.491)
C (1.515, -0.301, 1.170)
C (0.627, -0.811, 0.210)
H (2.569, -0.109, -1.841)
H (1.167, 0.567, -2.696)
H (1.664, -0.994, -3.099)
H (-0.724, -2.107, -2.523)
H (-1.703, -2.865, -0.400)
H (-1.863, -1.897, 2.322)
H (-0.237, -0.948, 3.959)
H (1.794, 0.094, 3.249)
H (2.450, 0.179, 0.900)
C (0.000, 3.375, 0.029)
C (-0.670, 2.226, -0.731)
C (-1.544, 2.617, -1.908)
H (0.380, 2.996, 0.978)
H (0.864, 3.744, -0.509)
H (-0.645, 4.228, 0.191)
H (-1.176, 1.669, 0.069)
H (0.079, 1.540, -1.113)
H (-1.808, 1.736, -2.480)
H (-0.973, 3.275, -2.568)
H (-2.409, 3.230, -1.646)

HOMO in eV: -7.9
Structure (SMILES): Cc1c[nH]c2ccccc12.CCC
Molar mass in g/mol: 175.28
Total charge: 0
Gap between HOMO and LUMO in eV: 8.855
Max |F| in hartree/bohr: 0.02297
Energy in hartree: -522.2043